# 1
Here is a molecular structure, C31H50CeClPSe at a distorted geometry from the Open Molecules 2025 dataset. Energies are from ωB97M-V/def2-TZVPD.

```
85
Properties=species:S:1:pos:R:3:lowdin_charge:R:1
Ce -0.95787 -0.53670 0.70585 0.04
P -1.07600 1.88654 -0.94588 1.06
Cl -3.46233 -0.94747 0.41323 -0.02
C 0.14335 -0.60366 -1.32013 -0.41
H 0.84597 -0.28058 -2.10156 -0.08
H -0.49679 -1.37642 -1.85672 -0.06
C -2.02261 2.58069 0.54168 -0.45
C -2.35923 1.29434 -2.17262 -0.43
C -2.56180 4.01044 0.35842 -0.22
H -2.88204 1.89486 0.66118 0.08
C -3.46141 4.42165 1.53947 -0.20
H -1.71902 4.71454 0.29959 0.10
H -3.13661 4.11639 -0.57405 0.09
C -2.75943 4.26540 2.89281 -0.21
H -3.78560 5.46352 1.40006 0.10
H -4.37075 3.80095 1.52562 0.12
C -2.05032 2.90993 3.05103 -0.18
H -2.02458 5.07360 3.01320 0.11
H -3.49277 4.39203 3.69755 0.10
C -1.17745 2.53176 1.83090 -0.23
H -1.43260 2.92474 3.95823 0.11
H -2.81082 2.12910 3.19926 0.12
H -0.35554 3.26126 1.74779 0.12
H -0.68713 1.55753 2.05670 0.06
C -0.19334 3.31652 -1.80077 -0.40
C -1.69042 1.04970 -3.53285 -0.21
H -2.63934 0.30879 -1.75981 0.05
C -2.65833 0.36380 -4.51218 -0.19
H -1.34369 2.00204 -3.96630 0.10
H -0.80756 0.41757 -3.37740 0.08
C -4.02499 1.05614 -4.59779 -0.21
H -2.19557 0.33817 -5.50619 0.10
H -2.80434 -0.67890 -4.19327 0.12
C -4.63076 1.38755 -3.22704 -0.20
H -3.92594 1.98032 -5.18553 0.11
H -4.71831 0.41301 -5.15324 0.10
C -3.65104 2.11103 -2.29049 -0.21
H -5.52928 2.00490 -3.35950 0.10
H -4.94519 0.45304 -2.73636 0.12
H -3.44092 3.11874 -2.67945 0.09
H -4.12292 2.24077 -1.30669 0.10
C 0.78342 4.01477 -0.84528 -0.21
H 0.40047 2.78387 -2.56999 0.11
C 1.67884 5.01454 -1.60255 -0.19
H 0.22588 4.54993 -0.06197 0.10
H 1.41902 3.27646 -0.33053 0.09
C 0.89604 6.00717 -2.47101 -0.21
H 2.28672 5.56340 -0.87529 0.11
H 2.37553 4.45061 -2.23909 0.11
C -0.18823 5.34223 -3.32199 -0.20
H 0.43291 6.76664 -1.82754 0.11
H 1.59213 6.53698 -3.12702 0.10
C -1.06202 4.35257 -2.53200 -0.21
H -0.83842 6.10513 -3.76996 0.11
H 0.28417 4.79870 -4.15333 0.11
H -1.66617 4.91733 -1.80753 0.10
H -1.76786 3.87167 -3.22607 0.08
C 2.27419 0.84080 0.39540 -0.14
C 2.66412 0.69774 -0.93173 -0.13
H 1.38064 1.43292 0.68855 0.06
C 3.49953 -0.47258 -1.36696 -0.21
H 2.24624 1.33942 -1.71458 0.09
C 3.84785 -1.43185 -0.20461 -0.19
H 3.04101 -1.02776 -2.19283 0.10
H 4.43851 -0.03328 -1.75654 0.10
C 4.18587 -0.65736 1.06946 -0.20
H 3.01804 -2.13241 -0.02846 0.10
H 4.72415 -2.03116 -0.49903 0.10
C 3.04377 0.27280 1.54909 -0.22
H 4.45811 -1.36383 1.87784 0.11
H 5.04663 -0.02473 0.87614 0.10
H 2.37463 -0.27100 2.25249 0.03
H 3.47660 1.08574 2.15007 0.10
Se 0.52194 -2.21477 2.52571 0.58
C 1.24562 -3.76782 1.72417 -0.65
C 0.85313 -4.09545 0.41161 -0.15
C 1.37545 -5.21534 -0.22739 -0.11
C 2.28251 -6.05303 0.43677 -0.12
C 2.66403 -5.75333 1.75841 -0.12
C 2.16008 -4.62175 2.39776 -0.14
H 0.13329 -3.46262 -0.11018 0.06
H 1.06941 -5.44510 -1.25391 0.10
H 2.68008 -6.93901 -0.06692 0.09
H 3.35286 -6.41965 2.27469 0.09
H 2.46535 -4.38334 3.41821 0.09
```

HOMO energy (spin up / spin down), eV: -2.0924 / -2.1321
LUMO energy (spin up / spin down), eV: 2.4 / 2.4
Charge: -1
ΔE to the lowest compared entry with this formula, charge and spin, eV: 0.000
Kohn-Sham gap (spin up / spin down), eV: 4.53 / 4.57
Largest force on an atom, eV/Å: 3.82
Spin multiplicity: 2
Calculated total energy, eV: -133044.925

=====

# 2
Here is a molecular structure, C7H6Cl2LaLuN2O3 at a distorted geometry from the Open Molecules 2025 dataset. Energies are from ωB97M-V/def2-TZVPD.

```
22
Properties=species:S:1:pos:R:3:lowdin_charge:R:1
Lu 1.09235 4.53319 -4.61754 1.58
La 0.37040 -0.59915 -0.61477 1.68
Cl 2.70652 3.00057 -5.37199 0.04
Cl -1.24490 1.26749 -0.98585 -0.14
C 0.22471 -0.11233 1.76469 -0.09
C 2.05615 6.08795 -6.11145 -0.10
C 0.70243 6.89982 -4.63426 -0.05
O -0.04358 -0.07372 2.87922 0.22
O 2.52289 6.95980 -6.72495 0.27
O 0.62526 8.06126 -4.75373 0.26
C 1.22033 -3.42538 -0.32551 -0.02
C -0.26291 -3.34865 -0.09241 -0.40
N -1.04590 -2.23953 -0.05041 -0.20
C -2.35342 -2.68538 0.27285 -0.03
C -2.31507 -4.02031 0.44423 0.03
N -0.99337 -4.41780 0.20750 0.18
H 1.70098 -3.90278 0.54950 0.13
H 1.44070 -3.97714 -1.25770 0.13
H 1.81694 -2.44935 -0.42669 0.03
H -3.16621 -1.99184 0.34344 0.13
H -3.12658 -4.66476 0.74376 0.16
H -0.67834 -5.37960 0.32801 0.21
```

HOMO energy, eV: -20.6729
LUMO energy, eV: -15.2
Charge: +4
Kohn-Sham gap, eV: 5.47
Largest force on an atom, eV/Å: 8.47
Calculated total energy, eV: -75961.205

=====

Q: Look up the charge of the second one.
A: +4